9
Properties=species:S:1:pos:R:3 method="wB97M-V/def2-TZVPD" homo_lumo_gap_ev=10.7 e_homo_ev=-9.644
C 0.10 0.02 -0.80
C -2.33 -1.39 0.56
C 0.05 1.32 -0.53
N -3.05 -1.29 -0.35
Cl -1.20 2.08 0.44
H -0.73 -0.61 -0.36
H 0.77 -0.41 -1.52
H 0.71 1.95 -1.04
H -3.37 -1.55 -1.25

12
Properties=species:S:1:pos:R:3 method="wB97M-V/def2-TZVPD" homo_lumo_gap_ev=9.8 e_homo_ev=-9.208
O 1.92 -0.42 0.08
C 0.73 -0.23 -0.47
N 0.58 -0.37 -1.80
N -0.70 -0.09 -2.17
N -1.37 0.18 -1.06
C -0.52 0.05 0.00
C -0.98 0.26 1.40
Cl 0.23 1.07 2.41
H 1.92 -0.07 0.97
H 1.28 -0.51 -2.51
H -1.90 0.84 1.27
H -1.19 -0.71 1.89

12
Properties=species:S:1:pos:R:3 method="wB97M-V/def2-TZVPD" homo_lumo_gap_ev=10.0 e_homo_ev=-9.417
O 1.83 0.99 -1.41
C 0.59 1.24 -0.58
C 0.15 0.08 0.13
N 0.77 -0.65 1.04
N 0.07 -1.63 1.61
N -1.09 -1.60 0.76
C -1.12 -0.52 0.08
Cl -2.54 -0.31 -0.80
H 2.56 0.62 -0.89
H 0.83 2.01 0.40
H -0.15 1.85 -1.38
H -1.90 -2.08 1.03

12
Properties=species:S:1:pos:R:3 method="wB97M-V/def2-TZVPD" homo_lumo_gap_ev=8.8 e_homo_ev=-8.252
H 0.36 -1.99 2.37
N -0.14 -2.12 1.49
C 0.04 -1.07 0.85
O -0.54 -0.89 -0.42
C -0.22 0.41 -0.85
Cl -0.82 0.86 -2.33
C 0.50 1.03 0.07
N 0.74 0.09 1.09
N 1.15 0.36 2.41
H 0.99 2.07 0.05
H 2.18 0.67 2.35
H 0.61 1.15 2.82

12
Properties=species:S:1:pos:R:3 method="wB97M-V/def2-TZVPD" homo_lumo_gap_ev="8.5 / 7.3" e_homo_ev="-10.211 / -9.137"
C -1.45 -0.37 0.07
C 0.95 0.18 -0.31
C -1.86 1.02 0.24
N -2.10 1.96 -0.48
N -0.13 -0.69 0.00
N 2.11 -0.28 -0.59
O -2.26 -1.28 0.05
Cl 4.03 0.34 0.25
H -2.29 0.93 1.42
H 0.55 1.22 -0.29
H 0.09 -1.69 0.11
H 2.36 -1.35 -0.45

12
Properties=species:S:1:pos:R:3 method="wB97M-V/def2-TZVPD" homo_lumo_gap_ev=9.6 e_homo_ev=-8.843
N 1.12 -0.62 -1.87
N 0.49 -0.05 -0.77
N 0.38 1.26 -0.67
C -0.36 1.37 0.56
C -0.63 0.09 1.09
S -0.77 -0.38 2.70
C -0.15 -0.74 0.07
Cl -0.31 -2.31 0.08
H 0.49 -0.28 -2.53
H 2.05 0.08 -2.06
H -0.27 2.46 0.78
H -2.04 -0.90 2.61

10
Properties=species:S:1:pos:R:3 method="wB97M-V/def2-TZVPD" homo_lumo_gap_ev="7.9 / 7.2" e_homo_ev="-9.042 / -8.765"
C 2.45 -0.68 0.05
C -1.48 -0.03 0.32
C -0.58 0.77 -0.63
N 2.27 0.45 0.35
O 2.53 -1.82 -0.07
Cl 0.66 1.70 0.00
H -2.60 -0.01 0.12
H -1.29 -1.13 0.17
H -1.23 -0.01 1.43
H -0.74 0.76 -1.74

11
Properties=species:S:1:pos:R:3 method="wB97M-V/def2-TZVPD" homo_lumo_gap_ev=8.0 charge=-1 e_homo_ev=-4.118
C 0.11 0.67 -0.20
C -0.70 -0.62 -0.30
O 0.03 -1.75 0.02
O -1.59 -0.77 -1.41
C -2.05 -0.71 0.04
O -2.62 -1.66 0.62
Cl -2.68 1.06 0.23
H -0.42 1.02 0.80
H 1.11 0.38 0.01
H -0.03 1.24 -1.14
H -0.57 -2.49 0.17

10
Properties=species:S:1:pos:R:3 method="wB97M-V/def2-TZVPD" homo_lumo_gap_ev="8.6 / 7.0" spin_multiplicity=3 e_homo_ev="-8.442 / -9.334"
C -3.74 -0.12 -0.35
C -0.15 0.38 -0.45
C 0.66 -0.29 0.34
O -2.20 -2.44 -0.32
P -2.47 -1.07 0.23
Cl -4.56 1.27 0.01
H -0.63 1.35 -0.43
H -0.36 -0.12 -1.39
H 1.05 -0.27 1.41
H 1.09 -1.09 -0.27

10
Properties=species:S:1:pos:R:3 method="wB97M-V/def2-TZVPD" homo_lumo_gap_ev="9.0 / 8.1" spin_multiplicity=4 e_homo_ev="-9.092 / -9.141"
C -0.54 1.26 0.96
C 0.23 0.97 -0.08
O 0.27 -0.36 -0.58
C 1.35 -0.76 -1.20
O 1.33 -2.07 -1.13
H -0.49 2.34 1.18
H 1.06 1.56 -0.49
H 2.02 -2.43 -1.70
Co -1.87 0.02 1.74
H -3.37 -0.54 1.29

no.,energy (eV)
1,-17185.785
2,-22215.058
3,-22212.906
4,-22214.114
5,-22211.410
6,-31000.468
7,-19231.418
8,-21840.860
9,-27029.155
10,-44891.861